No. 1
{"formula": "C3H8O2S", "method": "ωB97M-V/def2-TZVPD", "species": ["H", "C", "C", "H", "H", "O", "H", "O", "S", "H", "H", "C", "H", "H"], "coordinates": [[-1.986, -1.727, -1.155], [-0.152, 0.094, -0.358], [-1.200, -0.617, 0.441], [-1.797, 0.023, 1.187], [-0.206, -0.369, -1.275], [-2.274, -1.107, -0.384], [0.337, 1.638, 0.860], [1.376, -0.974, 0.155], [2.781, -0.335, -0.180], [-0.643, 1.833, -0.505], [3.223, -0.155, 1.163], [0.209, 1.423, -0.181], [-0.772, -1.441, 0.993], [1.104, 1.714, -0.761]], "lumo_ev": 0.74, "relative_energy_kcal_mol": 87.41, "homo_energy_ev": -8.047, "orbital_gap_ev": 8.79}


No. 2
{"formula": "C3H10NO2", "method": "ωB97M-V/def2-TZVPD", "species": ["H", "C", "H", "O", "H", "N", "H", "H", "H", "O", "C", "H", "C", "H", "H", "H"], "coordinates": [[0.699, -3.900, 1.353], [-0.395, -0.864, 0.654], [-2.900, 2.292, -1.929], [1.277, -3.200, 1.019], [0.615, -1.246, 0.828], [-0.556, 0.318, 0.135], [-2.623, 2.641, -0.477], [0.192, 2.268, 0.283], [-1.267, -1.441, 0.961], [-2.203, 2.247, -1.255], [0.488, 1.253, 0.014], [2.423, 1.680, -0.821], [1.695, 0.896, -0.625], [2.171, -3.473, 1.257], [-1.449, 0.611, -0.334], [1.832, -0.082, -1.063]], "charge": 2, "lumo_ev": [-11.14, -14.33], "spin_multiplicity": 2, "relative_energy_kcal_mol": 43.80, "homo_energy_ev": [-18.886, -18.876], "orbital_gap_ev": [7.75, 4.55]}


No. 3
{"formula": "C2H8N3O2", "method": "ωB97M-V/def2-TZVPD", "species": ["H", "H", "O", "N", "C", "O", "N", "C", "H", "H", "H", "H", "H", "N", "H"], "coordinates": [[-2.071, -0.790, -0.272], [-2.544, 0.087, 2.112], [-0.633, 0.190, -1.875], [0.513, 0.004, 1.405], [1.624, 0.429, -1.040], [-2.163, -0.613, 1.713], [-1.686, -0.250, 0.460], [-0.224, -0.124, 0.339], [0.069, -0.122, 2.312], [1.508, 0.114, 1.573], [1.691, 0.108, -2.023], [1.782, 1.462, -0.898], [-0.400, -0.423, -2.657], [0.273, 0.067, -0.828], [2.261, -0.140, -0.319]], "charge": 1, "smiles": "CN(O)C(=[NH2+])NO", "lumo_ev": -3.21, "relative_energy_kcal_mol": 110.63, "homo_energy_ev": -14.584, "orbital_gap_ev": 11.37}


No. 4
{"formula": "C5H11NO2", "method": "ωB97M-V/def2-TZVPD", "species": ["C", "O", "H", "H", "C", "H", "H", "H", "H", "C", "H", "N", "H", "C", "O", "H", "H", "C", "H"], "coordinates": [[2.023, 0.157, 1.471], [-1.244, -0.076, 2.146], [-0.813, -0.109, -2.947], [1.923, 1.223, 1.249], [-0.615, -0.302, 0.950], [-0.555, -1.440, -1.810], [3.087, -0.107, 1.397], [-2.087, 1.899, -0.897], [1.103, -1.705, 0.782], [-1.005, 0.395, -0.128], [1.692, -0.020, 2.495], [-2.189, 1.114, -0.263], [1.756, -0.710, -0.461], [1.237, -0.668, 0.494], [-0.022, 0.501, -1.139], [-2.027, 0.481, 1.956], [0.850, -0.676, -2.570], [-0.148, -0.488, -2.167], [-2.965, 0.531, -0.558]], "lumo_ev": 0.80, "relative_energy_kcal_mol": 112.33, "homo_energy_ev": -7.895, "orbital_gap_ev": 8.69}


No. 5
{"formula": "C29H29N4O3RhS", "method": "ωB97M-V/def2-TZVPD", "species": ["C", "H", "S", "H", "N", "C", "H", "C", "C", "H", "C", "C", "H", "N", "H", "C", "C", "H", "H", "C", "C", "H", "N", "C", "H", "H", "H", "C", "C", "C", "H", "C", "C", "C", "C", "H", "C", "C", "O", "H", "H", "H", "H", "C", "C", "C", "H", "H", "H", "O", "C", "C", "C", "H", "H", "H", "C", "C", "H", "H", "N", "Rh", "H", "O", "H", "C", "H"], "coordinates": [[0.962, 4.472, -2.143], [-5.057, -0.568, 4.461], [1.615, 1.424, 2.250], [5.297, 3.935, 0.634], [0.567, -0.984, 1.980], [-0.713, -0.845, -3.349], [-2.750, -3.254, -4.594], [1.930, 2.447, -1.272], [1.554, -3.233, -0.705], [-1.283, 0.287, -0.874], [1.850, -1.820, -0.723], [-4.104, -0.838, 4.025], [-3.735, -1.572, -0.281], [1.160, 0.359, -1.748], [-2.278, -0.823, -4.790], [0.961, 3.092, -2.030], [4.599, 3.234, 1.091], [1.526, -1.313, 1.928], [-3.180, 1.402, 0.231], [-2.783, -2.312, 2.665], [0.060, -1.604, -2.446], [3.902, 3.756, 1.746], [1.968, 1.044, -1.063], [0.581, -3.776, -1.458], [-4.933, -0.279, -0.347], [-3.239, 0.154, 1.466], [0.371, -4.837, -1.389], [-3.878, -0.510, -0.490], [2.913, 3.209, -0.633], [-1.760, -0.399, 3.718], [5.323, -1.280, 0.416], [-0.204, -2.982, -2.357], [-2.981, -0.064, 4.285], [2.915, 4.589, -0.742], [1.082, -0.994, -1.602], [3.672, 5.177, -0.245], [-1.664, -1.520, 2.902], [-1.969, -2.802, -3.997], [2.768, -1.456, 0.100], [2.137, -3.827, -0.014], [6.052, 0.383, 0.374], [-0.511, 0.211, -3.448], [-4.880, -2.569, 3.019], [1.936, 5.218, -1.498], [0.425, 0.369, 1.722], [-2.997, 0.339, 0.419], [-0.650, 1.796, 0.927], [-3.055, 0.802, 4.930], [-2.677, -3.196, 2.049], [-0.064, -3.130, 2.231], [-0.362, -1.961, 2.320], [-1.220, -3.562, -3.135], [5.129, -0.204, 0.455], [0.207, 2.490, -2.518], [-0.884, 0.203, 3.926], [-1.401, -4.627, -3.041], [-1.702, -1.430, -4.102], [-1.530, 0.036, 0.160], [-3.632, -0.348, -1.542], [-1.325, -1.028, 0.270], [-0.634, 0.791, 1.032], [3.425, 0.430, 0.215], [1.940, 6.297, -1.579], [3.876, 2.525, 0.079], [5.140, 2.475, 1.646], [-4.005, -1.962, 3.215], [0.199, 4.964, -2.732]], "lumo_ev": [-0.56, -0.56], "relative_energy_kcal_mol": 0.00, "homo_energy_ev": [-7.088, -7.088], "orbital_gap_ev": [6.53, 6.53]}


No. 6
{"formula": "C8H7N3", "method": "ωB97M-V/def2-TZVPD", "species": ["N", "H", "H", "N", "C", "H", "C", "C", "C", "H", "N", "H", "C", "C", "C", "H", "H", "C"], "coordinates": [[-0.421, 1.310, -0.310], [-0.648, -1.288, 1.500], [0.938, 0.897, -2.093], [1.138, -0.291, -1.745], [1.940, -1.340, -2.252], [-2.490, 2.629, 2.452], [-0.201, 0.098, 0.177], [-1.209, 2.253, 0.452], [-0.873, -0.440, 1.333], [2.282, -0.948, -3.188], [1.164, -1.965, -0.281], [2.577, -3.429, -1.180], [1.919, -2.288, -1.354], [0.667, -0.739, -0.601], [-1.567, 0.429, 2.092], [-2.274, 0.123, 3.092], [-1.084, 3.215, 0.298], [-1.857, 1.773, 1.608]], "lumo_ev": 0.39, "relative_energy_kcal_mol": 118.62, "homo_energy_ev": -8.484, "orbital_gap_ev": 8.88}


No. 7
{"formula": "C15H38N4O3Si2", "method": "ωB97M-V/def2-TZVPD", "species": ["H", "H", "H", "H", "N", "H", "N", "H", "C", "C", "C", "C", "H", "H", "Si", "H", "O", "H", "H", "O", "C", "C", "H", "H", "H", "N", "H", "C", "H", "H", "H", "C", "H", "H", "H", "H", "N", "C", "C", "H", "H", "C", "H", "H", "C", "C", "H", "H", "H", "H", "H", "H", "H", "C", "H", "Si", "H", "H", "C", "H", "O", "H"], "coordinates": [[-1.695, 1.693, 2.100], [4.666, -0.059, 1.812], [3.516, 2.009, 5.178], [2.802, -2.256, 3.866], [-2.497, 0.129, -1.417], [-0.891, -3.125, -5.365], [-1.269, 1.817, -2.527], [4.681, 2.664, 2.520], [3.805, 3.261, 2.253], [0.944, -1.454, 1.477], [-0.746, -1.102, -4.580], [-1.706, 0.055, -4.831], [-1.400, -2.442, -2.482], [-2.348, -0.178, -5.683], [2.223, -0.334, 2.340], [-2.453, -2.363, -4.979], [-2.709, -3.893, -3.198], [-0.002, 3.531, 3.332], [0.023, -1.021, -5.353], [-4.414, -4.512, -1.960], [2.619, 2.596, 4.960], [3.803, -0.483, 1.293], [-0.899, 2.559, 0.807], [-2.173, -0.293, 0.577], [-3.171, -0.626, -1.452], [1.608, 1.200, 2.466], [0.714, 3.879, 1.736], [0.890, 3.901, 2.816], [1.762, -1.075, 4.676], [1.302, -2.482, 1.365], [-3.346, -0.374, -3.594], [-2.019, 0.551, -0.105], [-1.599, 2.503, -1.848], [1.082, 4.930, 3.128], [-0.938, 0.730, -0.174], [3.490, -0.750, 4.469], [-2.623, 0.330, -3.706], [2.607, -1.185, 3.993], [-1.475, -3.182, -3.289], [0.719, -1.064, 0.477], [0.017, -1.480, 2.058], [-1.878, 2.368, 1.259], [-1.339, -4.194, -0.936], [-1.171, 0.971, -5.083], [-2.134, 0.723, -2.532], [-3.271, -4.178, -1.992], [-0.633, -3.871, -3.171], [-2.777, -4.789, -0.033], [-0.225, -0.990, -3.621], [2.788, 3.606, 5.346], [-2.327, 3.297, 1.597], [4.019, 4.297, 2.538], [3.687, 3.228, 1.167], [-1.415, -2.488, -4.653], [-2.547, -3.076, -0.311], [2.236, 2.607, 3.102], [1.783, 2.159, 5.512], [-0.312, 1.575, -2.283], [-2.405, -4.067, -0.758], [3.678, 0.051, 0.347], [-2.696, 1.700, 0.285], [4.043, -1.527, 1.063]], "lumo_ev": -1.32, "homo_energy_ev": -6.172, "orbital_gap_ev": 4.85}


No. 8
{"formula": "C30H21CoF4N11O4S", "method": "ωB97M-V/def2-TZVPD", "species": ["C", "N", "H", "H", "H", "H", "H", "H", "S", "C", "H", "N", "F", "C", "O", "O", "N", "H", "C", "C", "H", "C", "F", "C", "C", "H", "F", "C", "C", "C", "H", "C", "H", "C", "Co", "F", "C", "H", "C", "C", "C", "O", "C", "C", "H", "N", "N", "C", "N", "C", "H", "H", "C", "H", "C", "C", "C", "H", "C", "N", "C", "O", "H", "N", "N", "C", "H", "N", "C", "C", "H", "N"], "coordinates": [[-1.501, 2.627, 3.110], [-1.416, 2.934, 1.676], [-1.189, 1.900, -0.123], [-2.152, 1.071, 1.122], [0.969, -3.694, -3.230], [0.725, 0.146, 3.171], [-1.610, 3.561, 3.662], [-1.165, -2.734, -2.806], [1.164, -2.053, 1.586], [-4.656, -3.950, 1.590], [1.759, 2.242, 3.657], [-0.054, 0.920, 1.366], [-6.478, -4.173, 3.005], [0.092, -1.851, 6.529], [4.473, -3.619, -4.816], [2.513, -4.505, -4.833], [-8.119, -2.789, 5.183], [-2.259, -4.629, 3.601], [-5.448, -3.445, 2.599], [1.127, 1.828, 1.155], [0.913, -1.149, 6.419], [-5.669, -0.482, 4.958], [-3.732, -0.315, 3.193], [-4.079, -1.499, 2.692], [0.862, 2.764, 3.320], [-1.036, 0.058, 3.024], [-4.959, -5.138, 1.081], [2.104, -1.019, -1.426], [-1.497, -3.877, 3.787], [-7.162, -2.320, 4.745], [-0.773, -1.329, 6.942], [3.404, -0.942, -1.914], [-1.790, -3.791, 5.918], [-5.991, -1.679, 4.270], [0.055, -0.753, 0.206], [-2.218, -1.303, 1.329], [-3.302, -2.019, 1.688], [0.375, -2.629, 7.240], [2.900, -2.781, -3.357], [-5.192, -2.196, 3.202], [-2.619, -3.811, 0.117], [1.604, -0.179, -0.523], [0.133, -2.553, 2.949], [-0.246, -2.453, 5.199], [0.766, 3.698, 3.874], [-0.826, -3.445, 2.720], [0.002, -1.909, -1.243], [-1.243, -3.418, 5.063], [3.336, -3.719, -4.401], [-2.130, -5.145, 0.275], [2.015, 1.287, 1.475], [1.209, 2.035, 0.091], [1.612, -2.906, -2.865], [4.794, -1.798, -3.318], [-0.162, 0.686, 2.848], [-2.134, -3.035, -0.853], [-1.141, -2.498, -1.747], [4.077, -0.188, -1.532], [-0.221, 3.752, 1.451], [-1.747, -6.218, 0.428], [3.800, -1.827, -2.900], [-2.386, -1.790, -1.256], [-2.380, 2.008, 3.293], [0.991, 3.067, 1.893], [0.438, -2.028, 4.139], [1.216, -2.001, -1.893], [-0.138, 3.978, 0.386], [-5.406, 0.469, 5.553], [-3.552, -3.256, 1.104], [-1.274, 1.692, 0.947], [-0.325, 4.688, 2.001], [-0.307, 1.926, 3.582]], "lumo_ev": [-1.81, -3.48], "spin_multiplicity": 2, "relative_energy_kcal_mol": 35.96, "homo_energy_ev": [-8.348, -8.355], "orbital_gap_ev": [6.54, 4.88]}


No. 9
{"formula": "C5H13N4ReS", "method": "ωB97M-V/def2-TZVPD", "species": ["N", "N", "Re", "H", "H", "N", "H", "H", "H", "H", "H", "H", "C", "S", "H", "H", "C", "H", "H", "C", "C", "C", "N", "H"], "coordinates": [[0.036, -0.430, 2.233], [-2.287, 0.075, 0.076], [-0.478, 0.305, 0.304], [1.920, -0.597, -0.599], [-0.613, 2.956, -0.098], [0.036, 2.235, -0.429], [-0.043, 2.261, -1.454], [-0.613, -0.099, 2.955], [-0.044, -1.454, 2.259], [2.360, -1.511, 1.298], [1.771, -0.539, 3.485], [3.338, 1.504, -0.061], [2.315, -0.424, 1.393], [-4.953, -0.443, -0.439], [2.362, 1.302, -1.509], [3.338, -0.065, 1.503], [1.458, 2.572, -0.030], [1.461, 1.039, 2.766], [1.460, 2.765, 1.043], [-3.512, -0.159, -0.157], [1.458, -0.033, 2.571], [2.316, 1.395, -0.422], [1.703, 0.109, 0.108], [1.771, 3.486, -0.535]], "charge": 3, "lumo_ev": [-14.16, -14.09], "spin_multiplicity": 4, "homo_energy_ev": [-20.830, -21.921], "orbital_gap_ev": [6.67, 7.83]}


No. 10
{"formula": "C6H13NOSi", "method": "ωB97M-V/def2-TZVPD", "species": ["C", "Si", "C", "N", "H", "H", "H", "C", "H", "H", "H", "H", "C", "C", "H", "O", "H", "H", "H", "H", "H", "C"], "coordinates": [[1.139, 0.308, -0.115], [-0.614, -0.436, -0.022], [-0.547, -2.247, -0.632], [3.550, 0.445, 0.412], [3.544, 1.420, 0.119], [-1.257, 1.699, -1.307], [-2.760, 0.868, -0.871], [-1.067, -0.330, 1.863], [-1.311, 0.597, 2.124], [-1.183, -3.014, 0.086], [-0.366, -0.845, 2.438], [0.673, 2.577, -1.085], [-1.649, 0.718, -1.177], [1.424, 1.800, -0.860], [-1.764, 0.310, -2.116], [2.624, -1.452, -0.263], [0.404, -2.566, -0.637], [4.436, -0.010, 0.176], [-1.117, -2.416, -1.645], [-1.928, -0.825, 2.156], [2.374, 2.282, -0.926], [2.425, -0.294, 0.012]], "smiles": "C=C(C(N)=O)[Si](C)(C)C", "lumo_ev": [-0.64, -0.50], "relative_energy_kcal_mol": 116.52, "homo_energy_ev": [-9.184, -9.076], "orbital_gap_ev": [8.55, 8.58]}


No. 11
{"formula": "C17H41O12P3S", "method": "ωB97M-V/def2-TZVPD", "species": ["O", "H", "H", "C", "O", "H", "H", "H", "C", "O", "O", "O", "H", "C", "C", "H", "H", "H", "O", "H", "C", "C", "H", "H", "H", "H", "S", "H", "C", "H", "C", "H", "O", "C", "C", "H", "O", "C", "H", "H", "H", "O", "H", "H", "H", "C", "H", "H", "H", "H", "H", "O", "H", "C", "H", "H", "P", "H", "C", "H", "H", "H", "H", "H", "C", "O", "P", "C", "H", "P", "C", "O", "H", "H"], "coordinates": [[-0.445, -2.887, -4.699], [3.306, -3.600, -1.355], [1.129, -2.480, -1.051], [-0.068, 4.079, 1.230], [0.987, -1.813, -3.014], [0.404, 4.948, 0.778], [-3.164, -2.270, -4.736], [4.684, 5.056, 1.935], [-1.985, -3.645, 1.231], [-0.795, 0.410, 3.544], [1.195, 3.762, -1.560], [-0.978, -1.702, 4.915], [2.310, -1.284, -1.566], [0.088, 1.181, -3.441], [0.931, -0.971, 1.880], [-1.243, -1.676, 6.923], [0.308, 2.072, -2.848], [0.203, 3.968, 2.278], [2.656, 2.583, -0.335], [1.026, 0.688, -3.687], [1.432, 3.130, -0.575], [-2.705, -2.700, -5.629], [0.842, 2.116, 1.148], [-1.776, 0.769, -2.475], [-1.868, -4.394, -4.572], [-0.367, 1.486, -4.384], [-2.100, 4.944, -0.465], [-0.457, 2.313, -0.030], [-0.834, 0.259, -2.682], [-1.669, -0.164, 6.126], [-2.426, -2.227, 1.493], [2.103, -0.403, 3.599], [0.004, -1.723, 2.653], [-1.579, 4.293, 1.144], [3.787, 3.447, -0.383], [-1.846, -1.512, 0.908], [-1.155, -0.899, -3.499], [-1.733, -1.252, 6.048], [-3.470, -3.255, -6.172], [-0.949, -3.796, 1.530], [-0.404, -0.042, -1.725], [-2.333, -1.939, 2.912], [-1.269, 4.261, -1.261], [0.525, 0.002, 1.618], [-3.692, -1.466, 6.924], [1.768, -2.181, -1.882], [-3.473, -2.107, 1.214], [-2.591, -4.343, 1.811], [-2.079, -3.882, 0.171], [3.467, -2.907, -2.978], [-3.234, -2.784, 5.825], [-0.666, -3.443, -2.246], [-2.137, 3.406, 1.443], [-3.179, -1.709, 5.993], [2.244, -4.129, -2.674], [-3.713, -1.225, 5.173], [-1.191, -1.005, 3.490], [4.521, 3.034, 0.313], [2.250, -0.836, 2.610], [-1.161, -4.097, -6.157], [1.079, -1.521, 0.948], [4.273, 3.436, -1.364], [-2.359, -1.871, -6.245], [2.705, -1.817, 2.750], [0.380, 2.815, 0.457], [4.683, 5.619, 1.149], [3.407, 5.153, 0.224], [2.755, -3.271, -2.237], [2.942, -0.207, 2.046], [-0.543, -2.333, -3.201], [-1.548, -3.610, -5.263], [3.387, 6.080, -1.102], [3.231, 6.986, -0.798], [-1.829, 5.083, 1.854]], "smiles": "CCOP(=O)(OCC)OCC.CCOP(=O)(OCC)OCC.O=C(CCCS)OCP(O)O", "lumo_ev": 0.43, "relative_energy_kcal_mol": 25.86, "homo_energy_ev": -8.521, "orbital_gap_ev": 8.95}


No. 12
{"formula": "C6H11N", "method": "ωB97M-V/def2-TZVPD", "species": ["H", "N", "H", "C", "C", "C", "H", "H", "H", "H", "H", "C", "C", "H", "H", "H", "C", "H"], "coordinates": [[1.697, 0.483, -1.189], [-1.649, -0.284, -0.874], [1.336, 0.483, 1.592], [-0.426, 0.546, -0.639], [1.069, -1.227, 0.347], [-2.961, 0.118, -0.648], [0.789, -1.061, -1.794], [-1.420, 2.401, -0.443], [-3.656, -0.618, -0.275], [1.381, -0.876, 2.590], [-3.566, 1.033, -1.062], [0.888, -0.330, -0.924], [1.607, -0.540, 1.557], [0.428, 2.413, -0.114], [1.910, -1.869, 0.073], [2.700, -0.566, 1.570], [-0.487, 1.813, -0.288], [0.358, -1.920, 0.521]], "smiles": "C=NC(=C)CCC", "lumo_ev": -0.07, "relative_energy_kcal_mol": 91.26, "homo_energy_ev": -8.561, "orbital_gap_ev": 8.49}